Entry 1:
65
Properties=species:S:1:pos:R:3:forces:R:3:mulliken_spin:R:1 method="wB97M-V/def2-TZVPD" multiplicity=2 lumo_energy_ev="-2.868 / -8.790" s2=0.75 e_homo_ev="-11.00 / -11.00" orbital_gap_ev="8.1 / 2.2" charge=+1 max_force_ev_per_a=6.391
C -26.5346 -16.2247 16.0623 0.19 -0.42 -0.48 0.000
C -25.4856 -16.6025 15.0039 1.05 0.01 0.90 0.000
C -24.3658 -17.5162 15.5585 -0.55 0.49 -1.46 0.000
O -23.3978 -17.7295 14.4830 -1.72 0.54 0.97 0.000
C -22.4164 -18.6337 14.8626 1.22 -0.20 0.50 0.000
N -26.1984 -17.2230 13.9193 -0.02 -0.93 -0.66 0.000
H -26.1991 -15.6034 16.8927 0.01 0.38 -0.47 0.000
H -26.9876 -17.1014 16.5252 0.16 -0.28 -0.21 0.000
H -27.3204 -15.7982 15.4389 -0.31 0.53 0.62 0.000
H -24.9448 -15.7487 14.5955 0.06 0.69 0.37 0.000
H -24.8805 -18.4151 15.8980 0.38 -0.57 -0.13 0.000
H -23.8621 -17.0552 16.4081 0.03 0.13 0.07 0.000
H -21.4438 -18.3270 14.4776 -0.10 0.03 -0.55 0.000
H -22.6225 -19.6550 14.5424 -0.13 -0.08 0.08 0.000
H -22.2413 -18.5878 15.9375 -0.25 -0.33 0.29 0.000
H -26.5657 -16.5300 13.2830 -0.28 0.23 0.11 0.000
H -25.5299 -17.7178 13.3463 0.17 -0.34 -0.07 0.000
C -24.7624 -15.6271 26.7643 1.46 -0.01 0.32 0.003
C -25.4296 -14.3438 26.2928 0.44 -0.45 -0.54 0.089
C -26.7942 -14.5845 25.7346 -2.90 -1.14 -0.81 0.023
O -26.9410 -15.3362 24.5021 0.92 0.19 0.39 0.698
C -26.4822 -14.6936 23.3304 0.13 -0.61 -0.71 0.062
N -25.7683 -13.4344 27.3429 1.04 0.54 0.87 0.013
H -23.8857 -15.3648 27.3564 -0.08 0.56 0.41 0.004
H -24.2135 -16.2252 26.0369 -0.87 -0.23 -0.63 0.002
H -25.3550 -16.2394 27.4440 -0.34 -0.02 -0.35 0.000
H -24.8678 -13.8032 25.5311 0.37 -0.05 0.15 -0.002
H -27.3913 -13.6907 25.5539 0.60 0.71 -0.30 0.019
H -27.4155 -15.0938 26.4713 0.21 -0.58 -0.12 -0.005
H -26.4916 -15.3639 22.4709 -0.58 -0.22 0.37 0.006
H -25.4571 -14.3240 23.3580 0.00 0.41 0.74 0.029
H -27.1950 -13.8776 23.2111 0.00 0.55 -0.26 0.031
H -25.9919 -13.9432 28.1862 -0.47 -0.30 0.18 0.000
H -24.8777 -13.0320 27.5980 0.07 0.82 0.16 0.004
O -21.8203 -17.2430 20.2783 0.05 0.18 -0.03 0.000
H -21.3983 -17.1750 21.1348 0.33 -0.03 0.13 0.000
H -22.7411 -17.4125 20.4773 -0.37 -0.19 -0.17 0.000
O -25.3653 -16.3584 19.2341 0.02 -0.32 0.20 0.000
H -25.2809 -16.0353 20.1312 0.18 0.14 0.32 0.000
H -25.6633 -15.5993 18.7328 -0.09 0.45 -0.38 0.000
O -24.4615 -17.1077 22.5029 -0.34 0.37 -0.06 0.000
H -23.5313 -16.9728 22.6835 0.32 0.07 0.04 0.000
H -24.5978 -18.0460 22.6341 -0.01 -0.37 0.04 0.000
O -28.0050 -17.0356 20.5960 -0.21 0.33 0.32 0.000
H -27.7577 -17.3297 21.4727 -0.11 -0.26 0.21 0.000
H -27.2356 -17.2168 20.0561 0.34 -0.05 -0.52 0.000
O -25.0818 -19.1371 19.6747 0.20 -0.48 0.19 0.000
H -25.4858 -18.9998 20.5315 -0.18 -0.08 0.09 0.000
H -24.9620 -18.2555 19.3218 -0.05 0.45 -0.32 0.000
C -26.1923 -12.5082 16.9575 0.81 -1.74 1.62 0.000
O -25.9616 -13.2353 17.9011 0.54 -2.16 2.41 0.000
N -26.3453 -11.2590 17.0481 -0.87 5.84 1.03 0.000
N -26.2316 -12.9504 15.7753 -0.09 -2.73 -5.78 0.000
H -26.4336 -10.7332 16.1903 -0.17 0.44 0.72 0.000
H -26.4380 -10.8549 17.9691 0.10 0.35 -0.42 0.000
H -26.3598 -12.3376 14.9827 0.01 -0.46 0.08 0.000
H -26.0473 -13.9320 15.6249 -0.06 0.26 -0.17 0.000
C -25.9797 -11.4159 20.7013 -2.95 -0.18 3.44 -0.001
O -26.3449 -10.6678 21.6107 -0.03 0.21 -0.23 0.013
N -26.6539 -12.5177 20.3446 -1.59 -1.48 0.67 0.012
N -24.8562 -11.3369 20.0915 4.43 1.27 -2.30 0.000
H -27.4874 -12.7687 20.8568 0.06 0.45 -0.37 0.000
H -26.4731 -12.9030 19.4286 -0.16 -0.37 -0.36 -0.002
H -24.2779 -10.5285 20.2708 0.01 -0.29 -0.09 0.000
H -24.5048 -12.1165 19.5541 -0.02 0.35 -0.09 0.000


Entry 2:
60
Properties=species:S:1:pos:R:3:forces:R:3:mulliken_charge:R:1 method="wB97M-V/def2-TZVPD" multiplicity=1 lumo_energy_ev=0.079 e_homo_ev=-8.95 e_above_lowest_kcal_mol=108.3 smiles=CO.CO.CO.CO.CO.CO.CO.CO.CO.CO orbital_gap_ev=9.0 max_force_ev_per_a=2.762
C 1.5478 2.6134 -2.7504 -0.69 0.18 1.26 -0.258
O 1.5679 3.5164 -1.6517 0.38 0.19 -1.09 -0.570
H 1.4261 3.2389 -3.6348 0.25 -0.62 -0.24 0.272
H 2.3848 1.9158 -2.7209 0.64 0.41 -0.59 0.066
H 0.7084 1.9379 -2.5858 -0.58 0.02 -0.65 0.066
H 1.7519 2.9726 -0.8823 -0.23 0.31 0.76 0.578
C -2.0575 3.5689 -2.3372 0.34 0.77 0.69 -0.248
O -1.8626 3.1689 -3.6550 0.00 -0.88 -1.28 -0.546
H -1.2776 3.2281 -1.6561 0.15 -0.25 -0.01 0.151
H -2.0088 4.6574 -2.3099 -0.46 0.16 0.43 0.362
H -3.0102 3.1773 -1.9808 0.06 0.27 -0.17 -0.030
H -1.3124 3.7918 -4.1356 0.03 -0.01 0.26 0.302
C 3.8300 -0.4353 -0.9628 0.42 0.66 0.20 -0.681
O 3.2933 0.1729 0.2141 0.20 -0.02 -0.93 -0.558
H 4.0167 0.3028 -1.7428 -0.57 0.21 0.05 0.294
H 4.8431 -0.7686 -0.7377 -0.10 -0.68 -0.01 0.334
H 3.1550 -1.2105 -1.3254 0.25 -0.18 -0.15 0.146
H 3.4732 -0.4588 0.9142 -0.08 0.01 0.70 0.325
C -3.9569 1.6855 -0.1311 0.74 -0.38 0.77 -0.870
O -2.6438 1.6540 0.5089 -1.48 1.15 -0.52 -0.393
H -4.3228 2.7052 -0.2505 0.65 0.19 -0.01 0.309
H -3.9581 1.1991 -1.1066 0.10 -0.04 -0.02 0.347
H -4.7289 1.2374 0.4945 0.10 -0.45 0.15 0.300
H -2.2656 0.7719 0.5318 -0.18 -0.61 -0.18 0.212
C -0.2110 -0.4275 -0.5689 1.33 -1.25 0.66 -0.003
O -1.1815 -0.7597 0.3993 -1.73 0.85 -0.55 -0.588
H -0.0409 -1.2133 -1.3049 -0.32 -0.38 -0.14 0.241
H -0.4059 0.4657 -1.1625 -0.32 0.24 0.75 0.089
H 0.6961 -0.4065 0.0350 0.63 0.83 -0.70 0.089
H -0.9717 -1.5308 0.9313 0.36 -0.31 -0.02 0.269
C 2.7105 -2.8456 1.7074 0.72 -0.71 0.81 -0.520
O 3.4174 -1.6762 2.1495 -0.35 -0.32 -0.44 -0.577
H 1.9554 -3.0579 2.4643 -0.49 -0.09 -0.46 0.195
H 2.3369 -2.8298 0.6836 -0.12 0.74 0.24 0.242
H 3.4289 -3.6647 1.7396 -0.07 -0.32 -0.13 0.317
H 3.7656 -1.9557 2.9993 0.27 0.50 0.09 0.314
C 0.9907 2.1246 1.7088 -2.05 -0.20 1.84 -0.622
O 1.7914 2.3264 0.6319 1.10 0.62 -0.61 -0.585
H 0.0338 1.6917 1.4170 -0.21 -0.30 0.00 0.134
H 1.4178 1.5090 2.5005 0.36 -0.39 -0.12 0.296
H 0.7042 3.0275 2.2480 0.32 0.51 -0.41 0.417
H 2.2483 1.5012 0.4536 0.58 -0.48 -0.17 0.460
C -2.3419 0.2253 3.6958 -0.80 0.71 -0.31 -0.385
O -2.2968 -0.4264 4.9544 0.71 -0.50 -0.06 -0.546
H -1.4142 0.2970 3.1279 0.41 -0.45 0.69 0.123
H -3.0366 -0.2774 3.0229 -0.17 0.17 -0.04 0.095
H -2.6679 1.2515 3.8652 -0.15 0.13 -0.33 0.396
H -3.2036 -0.6147 5.2071 0.02 0.07 0.04 0.320
C 1.0163 -2.9753 -3.8829 0.65 0.31 0.37 -0.316
O 1.7476 -3.0289 -5.1004 -0.09 0.49 0.08 -0.521
H 1.4274 -2.1763 -3.2658 0.53 0.09 -0.18 -0.019
H -0.0205 -2.6461 -3.9528 -0.30 -0.66 -0.50 0.261
H 1.1793 -3.8849 -3.3048 -0.52 -0.16 0.00 0.282
H 1.6050 -3.8486 -5.5793 -0.27 -0.04 0.24 0.303
C -2.5618 -3.0578 2.7307 -0.11 1.11 0.20 -0.578
O -1.2658 -2.9874 2.1504 0.11 -0.60 -0.30 -0.525
H -3.0873 -3.9860 2.5063 0.13 -0.09 0.19 0.291
H -2.4043 -2.8368 3.7864 -0.62 -0.41 0.24 0.288
H -3.1400 -2.2236 2.3332 -0.01 -0.19 -0.15 0.183
H -0.8142 -3.7252 2.5667 0.54 0.09 -0.26 0.271


Entry 3:
60
Properties=species:S:1:pos:R:3:forces:R:3:mulliken_charge:R:1 method="wB97M-V/def2-TZVPD" multiplicity=1 lumo_energy_ev=-0.028 e_homo_ev=-9.33 e_above_lowest_kcal_mol=96.9 smiles=CO.CO.CO.CO.CO.CO.CO.CO.CO.CO orbital_gap_ev=9.3 max_force_ev_per_a=1.824
C -0.1281 0.4904 -0.3554 0.73 -0.46 -0.81 0.101
O -0.8492 -0.5732 -0.9874 0.07 0.01 0.39 -0.470
H 0.8288 0.1147 0.0189 -0.32 -0.07 0.75 0.115
H 0.2440 1.1580 -1.1324 -0.64 0.28 -0.06 0.214
H -0.7585 1.0079 0.3653 0.28 0.09 0.21 -0.150
H -0.7815 -1.3751 -0.4325 -0.24 0.32 -0.19 0.373
C 2.4820 -1.8573 -1.5666 1.15 -0.92 -0.73 -0.379
O 2.5835 -2.0384 -0.1574 -0.81 0.19 0.14 -0.588
H 1.4559 -1.8009 -1.9229 -0.16 0.32 0.53 0.103
H 3.0738 -1.0150 -1.9277 -0.29 0.23 0.16 0.182
H 2.9088 -2.7520 -2.0411 -0.07 0.13 -0.10 0.342
H 3.4424 -1.7744 0.1714 0.13 0.05 -0.13 0.283
C 1.0218 4.0159 0.5904 -0.48 -0.90 0.34 -0.278
O 0.9473 4.3028 -0.7912 0.48 0.67 0.24 -0.584
H 0.2509 3.2546 0.7600 0.19 -0.09 0.62 0.009
H 1.9918 3.6501 0.9491 0.10 -0.19 -0.42 0.099
H 0.8222 4.8406 1.2746 -0.29 0.49 -0.69 0.366
H 1.3139 3.5253 -1.2315 0.03 0.01 -0.05 0.376
C -0.4722 0.5507 -4.1051 -0.64 0.63 -0.16 -0.433
O -1.6541 0.6472 -3.3359 0.15 0.05 0.26 -0.594
H 0.1447 -0.2683 -3.7328 0.26 0.01 -0.34 0.091
H -0.7735 0.4352 -5.1502 0.11 -0.58 0.07 0.354
H 0.0673 1.5090 -4.1350 0.27 -0.14 0.47 0.192
H -1.4701 0.2852 -2.4488 -0.24 0.00 -0.57 0.391
C -3.9222 1.4949 0.3262 0.00 0.67 0.41 -0.571
O -3.6421 0.4850 -0.6028 -0.29 0.06 -0.18 -0.522
H -4.0018 1.1004 1.3408 -0.03 0.06 0.11 0.222
H -3.2149 2.3337 0.3286 0.42 -0.27 -0.04 0.230
H -4.8583 2.0100 0.1068 -0.23 -0.52 -0.32 0.327
H -2.7474 0.1431 -0.4877 0.02 -0.04 -0.06 0.364
C -2.1623 -0.5187 2.5866 -0.12 -0.53 -0.54 0.115
O -2.1311 -0.8999 3.9531 0.05 0.43 -0.04 -0.546
H -2.0508 0.5467 2.3703 0.12 0.10 0.46 0.292
H -1.3574 -1.0453 2.0743 0.05 0.06 0.13 -0.122
H -3.0959 -0.8386 2.1174 -0.09 -0.02 -0.07 -0.016
H -2.8302 -0.4108 4.3980 0.06 -0.10 0.10 0.292
C -4.0030 -3.4471 0.4729 -0.03 -1.42 -1.15 -0.676
O -2.6927 -3.2944 -0.0739 -0.15 0.79 0.59 -0.401
H -4.4615 -2.7012 1.1203 0.69 0.44 0.11 0.240
H -4.6300 -3.5210 -0.4171 -0.18 0.10 0.14 0.246
H -4.0401 -4.4361 0.9397 -0.27 0.13 0.35 0.334
H -2.0406 -3.1858 0.6284 -0.12 0.00 -0.16 0.242
C 3.1863 1.1532 2.4192 -0.95 0.43 0.32 -0.143
O 4.3741 1.9101 2.2944 0.22 -0.37 -0.39 -0.518
H 2.5712 1.5790 3.2194 -0.01 -0.22 0.11 0.300
H 2.5765 1.2664 1.5205 0.28 0.04 -0.16 -0.255
H 3.2928 0.0815 2.6005 0.42 0.02 0.01 0.330
H 5.0162 1.5958 2.9359 -0.03 0.05 0.04 0.289
C 3.0839 1.8820 -2.7879 0.88 0.56 -0.59 -0.757
O 2.5150 1.9069 -1.4958 -0.66 0.00 0.10 -0.237
H 2.6224 1.1219 -3.4206 0.12 -0.25 0.35 0.224
H 2.9664 2.8210 -3.3458 -0.31 0.10 0.42 0.260
H 4.1697 1.7691 -2.7063 -0.12 -0.45 -0.23 0.342
H 3.1916 1.9607 -0.8194 0.21 0.11 -0.06 0.212
C 0.1419 -3.3611 1.9240 0.63 -0.33 -0.15 -0.826
O -0.0224 -2.5342 0.7709 0.52 -0.41 0.22 -0.454
H 0.5746 -4.3286 1.6465 -0.33 -0.07 -0.13 0.303
H 0.8808 -2.9336 2.6086 -0.40 0.26 0.22 0.274
H -0.8206 -3.5256 2.4023 0.05 0.17 0.12 0.351
H 0.8693 -2.5122 0.3759 -0.20 0.30 0.02 0.137